The following is a quantum chemistry calculation of a structure of composition C34H57N3O2SiTi, from the OMol25 dataset.

The value obtained for the total energy is -75735.4349 eV. Its expectation value of S² is 0.76. Its spin multiplicity is 2. The net charge is +1. The largest force on an atom is 0.0613 Eh/bohr.

Last column: Löwdin charge in e.
Cartesian coordinates (Å):
O 0.974 1.700 -3.268  -0.126
O 0.808 -0.431 -4.128  -0.123
C -0.202 2.298 -2.654  -0.186
C -0.121 3.799 -2.591  -0.046
H -0.302 1.889 -1.641  0.121
H -1.057 1.974 -3.255  0.112
H 0.566 4.139 -1.809  0.052
H -1.112 4.180 -2.331  0.099
H 0.174 4.243 -3.547  0.101
C 2.244 2.007 -2.598  -0.175
C 3.361 1.444 -3.429  -0.039
H 2.196 1.616 -1.572  0.123
H 2.286 3.099 -2.560  0.122
H 3.288 0.363 -3.588  0.064
H 4.320 1.648 -2.944  0.099
H 3.369 1.963 -4.393  0.099
C 0.679 -1.472 -3.083  -0.151
C -0.229 -0.473 -5.180  -0.173
C 1.996 -1.660 -2.390  -0.045
H 0.372 -2.375 -3.623  0.140
H -0.121 -1.188 -2.381  0.113
H 2.767 -1.950 -3.113  0.099
H 1.895 -2.476 -1.666  0.076
H 2.337 -0.762 -1.860  0.074
C 0.412 -0.833 -6.492  -0.047
H -0.691 0.520 -5.221  0.130
H -0.995 -1.201 -4.887  0.127
H 1.075 -0.035 -6.840  0.091
H -0.379 -1.000 -7.228  0.094
H 0.997 -1.754 -6.399  0.092
H 0.909 0.616 -3.706  0.016
N 0.423 1.278 2.408  -0.043
C 0.722 1.275 3.737  -0.316
C 0.623 0.149 4.551  -0.011
C 0.417 -1.167 4.124  -0.305
C 1.279 2.535 4.320  0.003
H 0.710 3.422 4.018  0.099
H 2.331 2.686 4.048  0.097
H 1.231 2.465 5.410  0.092
C 0.855 -2.349 4.919  0.009
H 1.605 -2.949 4.378  0.101
H 0.010 -3.000 5.193  0.093
H 1.319 -1.980 5.840  0.090
N -0.219 -1.421 2.977  -0.031
C 0.998 2.270 1.562  -0.217
C 0.218 3.368 1.179  -0.226
C -1.269 3.348 1.383  -0.026
C 0.876 4.496 0.677  -0.062
H 0.282 5.383 0.445  0.121
C 2.257 4.490 0.487  -0.076
H 2.760 5.375 0.101  0.110
C 3.004 3.349 0.795  -0.048
H 4.082 3.329 0.632  0.116
C 2.385 2.225 1.338  -0.237
C 3.192 1.029 1.738  -0.025
C -0.321 -2.730 2.443  -0.247
C -1.506 -3.457 2.664  -0.216
C -2.468 -3.071 3.751  -0.023
C -1.784 -4.525 1.811  -0.032
H -2.687 -5.104 1.983  0.118
C -0.919 -4.858 0.762  -0.072
H -1.176 -5.670 0.083  0.109
C 0.283 -4.171 0.606  -0.053
H 0.988 -4.449 -0.184  0.110
C 0.621 -3.132 1.467  -0.223
C 1.896 -2.371 1.270  -0.042
Ti -1.102 0.026 1.970  0.783
H -1.783 2.681 0.666  0.069
H -1.659 4.361 1.209  0.092
H -1.559 3.061 2.409  0.083
H 2.741 0.090 1.395  0.049
H 3.332 0.951 2.826  0.092
H 4.193 1.091 1.290  0.088
H -3.473 -3.437 3.497  0.089
H -2.568 -1.987 3.913  0.047
H -2.197 -3.540 4.710  0.090
H 2.299 -1.973 2.209  0.078
H 1.766 -1.530 0.568  0.055
H 2.667 -3.023 0.830  0.096
H 0.923 0.271 5.590  0.118
C -1.583 -0.867 0.369  -0.363
Si -3.162 -0.777 -0.626  0.419
H -0.664 -0.683 -0.236  0.027
H -1.514 -1.921 0.742  0.025
C -3.228 0.749 -1.704  -0.172
C -4.739 -0.866 0.378  -0.173
C -3.070 -2.304 -1.731  -0.172
H -4.076 -2.603 -2.053  0.036
H -2.610 -3.147 -1.197  0.022
H -2.472 -2.108 -2.630  0.005
H -2.837 1.634 -1.188  0.013
H -4.271 0.948 -1.985  0.045
H -2.650 0.610 -2.626  0.009
H -4.794 -0.060 1.122  0.023
H -4.817 -1.828 0.904  0.039
H -5.600 -0.782 -0.306  0.041
N -3.598 0.598 3.960  0.004
C -2.729 0.405 3.189  -0.326